(1)
Molecular formula: C16H29N3S
Method: DFT, wB97M-V/def2-TZVPD

Cartesian coordinates (Å):
C -3.82 3.67 2.26
C -3.92 2.18 2.51
C -3.22 1.71 3.80
N -3.44 1.42 1.31
C -2.12 1.22 0.99
S -1.84 -0.21 0.23
N -1.09 2.06 1.34
N 0.22 1.75 1.23
C 0.89 1.48 0.12
C 0.35 1.66 -1.28
C 1.36 2.36 -2.18
C 2.64 1.55 -2.25
C 3.25 1.47 -0.85
C 2.30 0.96 0.27
C 2.29 -0.55 0.50
C 3.56 -1.00 1.26
C 3.38 -2.48 1.64
C 3.09 -3.38 0.41
C 1.97 -2.85 -0.47
C 2.15 -1.37 -0.81
H -2.79 4.01 2.27
H -4.30 3.92 1.31
H -4.30 4.20 3.13
H -5.01 1.91 2.60
H -3.74 2.13 4.67
H -2.17 2.01 3.83
H -3.31 0.61 3.90
H -4.03 0.61 1.02
H -1.36 2.80 1.98
H -0.52 2.27 -1.20
H 0.08 0.72 -1.71
H 1.62 3.36 -1.79
H 0.99 2.44 -3.21
H 3.39 2.02 -2.91
H 2.43 0.57 -2.68
H 4.19 0.86 -0.89
H 3.57 2.50 -0.55
H 2.67 1.40 1.20
H 1.42 -0.76 1.09
H 4.48 -0.88 0.66
H 3.69 -0.43 2.21
H 4.25 -2.87 2.13
H 2.59 -2.51 2.36
H 2.75 -4.34 0.80
H 4.01 -3.44 -0.17
H 1.02 -3.01 0.01
H 1.98 -3.48 -1.34
H 1.29 -1.05 -1.38
H 3.01 -1.28 -1.44

* relative energy (zero: lowest compared OMol25 entry of this formula, charge and spin): 0.000 eV
* HOMO energy: -7.8 eV
* molecular weight: 295.5 g/mol
* gap between HOMO and LUMO: 0.315 Eh
* lowest unoccupied orbital energy: 0.77 eV
* total energy: -32367.5202 eV


(2)
Molecular formula: C16H29N4O2Ru
Method: DFT, wB97M-V/def2-TZVPD

Cartesian coordinates (Å):
Ru -0.18 1.13 -0.07
C -2.12 1.07 0.88
C -2.39 -0.21 0.42
C -1.59 -1.11 1.19
C -0.83 -0.36 2.16
C -1.13 0.97 1.98
C -0.70 2.13 2.84
C 0.07 -0.98 3.16
C -1.60 -2.58 1.08
C -3.37 -0.62 -0.63
C -2.77 2.36 0.47
H -1.56 2.57 3.35
H -0.24 2.93 2.27
H 0.02 1.82 3.60
H -0.47 -1.72 3.74
H 0.49 -0.25 3.85
H 0.90 -1.50 2.68
H -2.33 -2.99 1.80
H -0.64 -3.01 1.33
H -1.91 -2.92 0.09
H -4.21 -1.13 -0.16
H -2.95 -1.33 -1.34
H -3.77 0.23 -1.18
H -3.38 2.77 1.28
H -3.40 2.24 -0.40
H -2.02 3.13 0.25
N -0.15 0.03 -2.07
C 1.18 -0.59 -2.33
C 1.71 -0.35 -3.75
C 1.76 1.10 -4.27
C 2.90 1.97 -3.75
N 2.71 2.38 -2.34
C 1.77 3.18 -1.91
N 1.04 3.92 -2.74
N 1.47 3.20 -0.57
C 2.14 -0.19 -1.24
O 3.34 -0.11 -1.47
O 1.61 0.08 -0.08
H -0.85 -0.68 -1.90
H -0.47 0.54 -2.89
H 1.09 -1.68 -2.20
H 1.08 -0.92 -4.43
H 2.71 -0.79 -3.79
H 0.81 1.61 -4.13
H 1.90 1.04 -5.35
H 3.04 2.86 -4.36
H 3.84 1.42 -3.76
H 3.22 1.81 -1.67
H 1.28 3.99 -3.71
H 0.37 4.58 -2.38
H 2.21 2.86 0.04
H 1.10 4.08 -0.24

* total charge: +2
* HOMO energy (spin up / spin down): -14.6 / -14.7 eV
* multiplicity: 2
* molecular weight: 410.5 g/mol
* gap between HOMO and LUMO (spin up / spin down): 0.244 / 0.281 Eh
* lowest unoccupied orbital energy (spin up / spin down): -8.00 / -7.06 eV
* total energy: -29684.8792 eV


(3)
Molecular formula: C16H29NP2PtS3
Method: DFT, wB97M-V/def2-TZVPD

Cartesian coordinates (Å):
Pt 0.34 0.56 -0.67
C 0.08 2.02 -3.77
P -0.88 1.20 -2.47
C -2.28 2.35 -2.28
C -1.61 -0.30 -3.29
C -1.42 -1.53 -2.41
P 0.22 -1.49 -1.57
C 0.16 -3.00 -0.55
C 1.36 -1.95 -2.90
H -0.51 2.17 -4.68
H 0.97 1.43 -3.99
H 0.42 2.98 -3.38
H -2.70 2.60 -3.25
H -1.92 3.26 -1.79
H -3.05 1.90 -1.65
H -1.12 -0.42 -4.26
H -2.67 -0.14 -3.50
H -1.58 -2.46 -2.97
H -2.14 -1.50 -1.59
H -0.26 -3.83 -1.12
H -0.44 -2.81 0.33
H 1.16 -3.28 -0.22
H 1.01 -2.88 -3.36
H 2.37 -2.09 -2.51
H 1.40 -1.16 -3.65
S 3.16 4.27 -0.56
C 2.28 2.89 -0.76
S 2.80 1.42 -1.49
S 0.60 2.86 -0.19
C -1.52 -0.24 4.31
N -1.61 0.42 2.99
C -1.94 -0.57 1.92
C -0.37 1.26 2.66
C 0.86 0.43 2.46
C 1.64 0.16 3.59
C 2.77 -0.63 3.51
C 3.12 -1.14 2.26
C 2.37 -0.83 1.14
C 1.22 -0.03 1.17
H -2.40 -0.86 4.47
H -1.45 0.52 5.09
H -0.62 -0.86 4.32
H -2.38 1.09 3.03
H -1.11 -1.27 1.86
H -2.00 -0.05 0.97
H -2.87 -1.07 2.19
H -0.27 1.95 3.50
H -0.61 1.81 1.76
H 1.36 0.59 4.55
H 3.37 -0.83 4.38
H 4.01 -1.75 2.16
H 2.73 -1.18 0.18

* relative energy (zero: lowest compared OMol25 entry of this formula, charge and spin): 0.152 eV
* HOMO energy: -5.7 eV
* molecular weight: 588.6 g/mol
* gap between HOMO and LUMO: 0.195 Eh
* lowest unoccupied orbital energy: -0.42 eV
* total energy: -72883.6448 eV


(4)
Molecular formula: C16H30BiI2N4O3SSe
Method: DFT, wB97M-V/def2-TZVPD

Cartesian coordinates (Å):
Bi -0.45 0.56 -0.40
C -1.57 3.97 0.24
O -1.60 2.63 0.74
C -2.88 2.22 1.25
C -2.64 1.01 2.13
O -2.02 -0.10 1.43
C -2.89 -1.18 1.05
C -3.75 -0.87 -0.15
O -2.89 -0.46 -1.20
C -3.61 -0.07 -2.37
H -1.84 4.67 1.03
H -0.54 4.17 -0.06
H -2.24 4.10 -0.61
H -3.31 3.01 1.86
H -3.56 2.01 0.42
H -1.95 1.28 2.92
H -3.58 0.67 2.57
H -2.23 -2.02 0.82
H -3.53 -1.46 1.90
H -4.31 -1.77 -0.43
H -4.48 -0.08 0.08
H -4.29 -0.87 -2.68
H -4.18 0.84 -2.20
H -2.88 0.09 -3.16
I 1.78 2.04 -2.43
C 0.59 3.29 -3.72
I -1.48 2.82 -3.59
H 0.93 3.11 -4.73
H 0.75 4.32 -3.41
C 3.88 2.74 1.40
N 3.68 1.42 1.97
C 4.67 0.66 2.55
C 4.08 -0.44 3.06
N 2.74 -0.35 2.81
C 1.73 -1.27 3.31
C 2.51 0.78 2.12
Se 0.81 1.56 1.66
H 4.87 3.09 1.67
H 3.15 3.44 1.80
H 3.80 2.71 0.31
H 5.70 0.97 2.55
H 4.52 -1.27 3.60
H 2.16 -1.85 4.13
H 1.39 -1.95 2.53
H 0.88 -0.71 3.69
C 1.44 -4.68 -0.53
N 1.13 -3.90 -1.72
C 1.04 -4.41 -3.00
C 0.78 -3.37 -3.83
N 0.73 -2.24 -3.05
C 0.94 -2.57 -1.76
S 1.08 -1.55 -0.36
H 1.63 -5.70 -0.81
H 0.61 -4.65 0.17
H 2.33 -4.27 -0.04
H 1.15 -5.46 -3.21
H 0.64 -3.36 -4.90
H 0.59 -1.31 -3.40

* total charge: +3
* HOMO energy: -17.1 eV
* molecular weight: 900.3 g/mol
* gap between HOMO and LUMO: 0.289 Eh
* lowest unoccupied orbital energy: -9.22 eV
* total energy: -127379.4721 eV


(5)
Molecular formula: C16H30ClFeO13P3
Method: DFT, wB97M-V/def2-TZVPD

Cartesian coordinates (Å):
Fe 0.12 0.37 0.22
Cl -3.21 -3.62 5.35
C -2.56 -2.46 4.24
C -2.77 -1.09 4.48
C -2.26 -0.14 3.62
C -1.53 -0.51 2.49
O -1.06 0.44 1.70
C -1.33 -1.88 2.25
C -0.64 -2.38 1.11
O -0.24 -1.71 0.15
C -1.84 -2.85 3.15
H -3.33 -0.79 5.35
H -2.42 0.91 3.82
H -0.48 -3.46 1.05
H -1.67 -3.90 2.96
C 3.41 -1.66 -0.64
C 3.41 -0.13 -0.56
O 4.69 0.43 -0.79
P 2.39 0.58 -1.91
O 2.71 2.12 -1.98
O 2.91 0.02 -3.28
O 0.93 0.24 -1.73
P 2.62 0.47 1.01
O 3.90 0.73 1.90
O 1.82 1.72 0.62
O 1.64 -0.54 1.53
H 3.89 -1.97 -1.56
H 2.40 -2.07 -0.60
H 3.97 -2.07 0.20
H 5.24 0.31 0.00
H 2.59 2.52 -1.10
H 3.80 0.30 -3.52
H 3.74 0.86 2.84
C -0.31 3.52 -0.52
O -0.86 2.34 0.09
H 0.53 3.90 0.06
H -1.09 4.28 -0.60
H 0.02 3.24 -1.51
H -1.05 2.50 1.03
C -1.92 1.04 -4.52
C -1.82 1.77 -3.20
O -2.60 1.12 -2.16
P -2.02 -0.05 -1.26
O -1.87 -1.32 -2.16
C -2.75 -2.48 -2.23
C -3.79 -2.29 -3.31
O -3.26 -0.40 -0.34
C -4.06 0.61 0.34
C -5.39 0.75 -0.35
H -1.42 1.64 -5.29
H -2.96 0.92 -4.81
H -1.44 0.07 -4.47
H -2.23 2.78 -3.27
H -0.78 1.85 -2.87
H -3.22 -2.61 -1.25
H -2.10 -3.32 -2.43
H -4.42 -1.42 -3.10
H -4.42 -3.17 -3.37
H -3.31 -2.14 -4.28
H -3.51 1.55 0.36
H -4.16 0.25 1.36
H -5.26 1.12 -1.37
H -6.01 1.46 0.20
H -5.91 -0.21 -0.38

* relative energy (zero: lowest compared OMol25 entry of this formula, charge and spin): 0.000 eV
* total charge: +1
* HOMO energy (spin up / spin down): -11.0 / -11.0 eV
* multiplicity: 6
* molecular weight: 614.6 g/mol
* gap between HOMO and LUMO (spin up / spin down): 0.297 / 0.258 Eh
* lowest unoccupied orbital energy (spin up / spin down): -2.92 / -3.96 eV
* total energy: -118475.1923 eV


(6)
Molecular formula: C16H30N2OP2PtS
Method: DFT, wB97M-V/def2-TZVPD

Cartesian coordinates (Å):
Pt 0.00 -0.07 0.08
P 2.34 -0.15 -0.01
P -2.35 0.12 0.33
N 0.06 1.14 -1.36
H 1.15 -2.41 2.20
C 3.07 -1.61 -0.83
H 4.17 -1.53 -0.82
H 2.74 -1.66 -1.87
H 2.78 -2.52 -0.31
C 3.20 -0.08 1.59
H 4.27 -0.24 1.42
H 2.80 -0.86 2.25
H 3.02 0.90 2.05
C 3.07 1.24 -0.94
H 4.16 1.21 -0.84
H 2.69 2.19 -0.55
H 2.81 1.16 -2.00
C -3.32 -1.26 -0.35
H -4.39 -1.04 -0.21
H -3.06 -2.19 0.16
H -3.11 -1.37 -1.42
C -2.93 0.22 2.04
H -4.03 0.25 2.02
H -2.52 1.12 2.52
H -2.58 -0.66 2.60
C -3.04 1.59 -0.48
H -4.11 1.65 -0.24
H -2.90 1.52 -1.56
H -2.53 2.49 -0.11
C 0.01 1.89 -2.43
C 0.02 2.18 -4.86
C 0.00 1.34 -3.76
C -0.01 3.32 -2.27
C 0.02 4.14 -3.37
C 0.04 3.58 -4.66
H 0.04 1.76 -5.87
H -0.02 0.25 -3.86
H -0.02 3.69 -1.25
H 0.04 5.23 -3.22
H 0.07 4.25 -5.54
C 0.12 -2.74 2.08
O -0.55 -1.72 1.33
C 0.19 -4.08 1.36
H -0.07 -4.86 2.07
H 1.20 -4.28 0.99
H -0.49 -4.17 0.51
C -0.57 -2.81 3.43
H -1.43 -3.48 3.37
H -0.91 -1.83 3.79
H 0.15 -3.22 4.17
S 0.30 1.51 2.91
C 0.24 0.72 4.35
N 0.17 0.16 5.39

* relative energy (zero: lowest compared OMol25 entry of this formula, charge and spin): 0.000 eV
* HOMO energy (spin up / spin down): -5.1 / -7.8 eV
* multiplicity: 5
* molecular weight: 555.5 g/mol
* gap between HOMO and LUMO (spin up / spin down): 0.201 / 0.187 Eh
* lowest unoccupied orbital energy (spin up / spin down): 0.39 / -2.68 eV
* total energy: -54762.0762 eV


(7)
Molecular formula: C16H30N5O5
Method: DFT, wB97M-V/def2-TZVPD

Cartesian coordinates (Å):
C -1.72 -1.82 -0.93
C -1.94 -0.28 -0.92
O -1.21 0.39 -1.59
O -2.91 0.41 -0.16
C -4.18 0.44 -0.78
N -4.85 -0.92 -0.54
C -5.66 -1.32 -1.55
C -6.34 -2.61 -1.37
C -5.98 -3.28 -0.14
C -5.07 -2.68 0.83
N -4.54 -1.48 0.59
H -1.31 -2.07 -1.94
H -0.96 -2.11 -0.16
H -2.64 -2.43 -0.80
H -4.83 1.27 -0.44
H -3.98 0.52 -1.89
H -5.82 -0.70 -2.46
H -7.05 -3.00 -2.12
H -6.42 -4.27 0.11
H -4.80 -3.20 1.78
C 4.00 1.83 0.31
C 3.25 0.57 0.62
O 3.69 -0.27 1.41
N 2.06 0.36 0.00
C 1.38 1.21 -0.95
H 4.93 1.86 0.88
H 4.24 1.87 -0.75
H 3.40 2.70 0.59
H 1.62 -0.51 0.26
H 0.40 1.47 -0.54
H 1.24 0.66 -1.87
H 1.93 2.12 -1.15
C 2.76 6.56 -0.56
C 2.01 5.29 -0.25
O 2.44 4.46 0.54
N 0.82 5.09 -0.87
C 0.15 5.95 -1.83
H 3.68 6.58 0.02
H 3.01 6.60 -1.62
H 2.16 7.43 -0.28
H 0.37 4.22 -0.62
H -0.83 6.22 -1.43
H 0.01 5.40 -2.76
H 0.71 6.85 -2.03
C 1.89 -5.87 2.59
C 3.13 -5.52 1.80
O 3.76 -6.36 1.18
N 3.54 -4.22 1.81
C 2.93 -3.09 2.48
H 1.69 -6.94 2.49
H 2.03 -5.64 3.64
H 1.03 -5.32 2.19
H 4.38 -4.07 1.26
H 2.67 -2.35 1.72
H 3.66 -2.66 3.16
H 2.04 -3.38 3.03

* total charge: +1
* HOMO energy: -10.4 eV
* molecular weight: 372.4 g/mol
* gap between HOMO and LUMO: 0.180 Eh
* lowest unoccupied orbital energy: -5.50 eV
* total energy: -34758.1987 eV


(8)
Molecular formula: C16H30NO9P2
Method: DFT, wB97M-V/def2-TZVPD

Cartesian coordinates (Å):
C -1.66 0.08 -2.30
C -2.09 0.59 -3.69
C -2.55 2.07 -3.60
C -4.00 2.17 -3.93
O -4.44 2.17 -5.06
N -4.90 2.24 -2.83
C -5.89 1.18 -2.91
C -5.48 -0.12 -2.67
C -6.39 -1.16 -2.76
C -7.71 -0.88 -3.09
C -8.10 0.42 -3.32
C -7.20 1.47 -3.23
H -1.81 -1.01 -2.23
H -2.38 0.51 -1.58
H -2.90 -0.05 -4.09
H -1.26 0.51 -4.40
H -2.02 2.62 -4.38
H -2.30 2.44 -2.61
H -4.38 2.09 -1.98
H -4.44 -0.33 -2.42
H -6.03 -2.17 -2.58
H -8.42 -1.69 -3.16
H -9.13 0.64 -3.61
H -7.50 2.49 -3.43
C -0.23 -0.68 4.48
O -0.69 -0.60 3.12
P -0.90 0.86 2.35
O -2.19 0.66 1.68
O 0.35 0.68 1.36
C 1.63 0.28 1.86
O -0.80 2.53 2.39
C -0.47 3.19 3.61
H -0.95 -1.26 5.06
H 0.74 -1.18 4.50
H -0.13 0.30 4.94
H 1.73 -0.80 1.78
H 1.79 0.57 2.90
H 2.40 0.74 1.26
H 0.51 2.88 3.99
H -1.22 3.00 4.38
H -0.43 4.26 3.41
C 7.60 -0.46 0.30
O 6.74 -0.24 1.44
P 5.50 -1.26 1.81
O 4.36 -0.42 2.15
O 6.25 -1.83 3.15
C 7.62 -2.17 3.12
O 4.88 -2.75 1.44
C 5.29 -3.42 0.24
H 7.59 0.43 -0.32
H 8.61 -0.65 0.64
H 7.27 -1.31 -0.31
H 8.23 -1.32 3.44
H 7.95 -2.48 2.12
H 7.78 -3.00 3.80
H 6.37 -3.60 0.23
H 5.01 -2.84 -0.65
H 4.78 -4.38 0.20

* relative energy (zero: lowest compared OMol25 entry of this formula, charge and spin): 0.000 eV
* total charge: -1
* HOMO energy: -0.9 eV
* molecular weight: 442.4 g/mol
* gap between HOMO and LUMO: 0.078 Eh
* lowest unoccupied orbital energy: 1.24 eV
* total energy: -55571.9219 eV